{
  "formula": "C4H4O3",
  "method": "ωB97M-V with the def2-TZVPD basis set",
  "elements": ["O", "C", "O", "C", "C", "C", "O", "H", "H", "H", "H"],
  "xyz": [[-1.0721, 2.2373, -2.1734], [-0.4836, 1.7269, -1.3474], [-1.9735, 0.0252, -0.3285], [-1.1546, 0.0433, 0.5690], [0.2055, -0.4459, 0.4478], [1.4552, -0.7189, -0.2483], [1.3879, -0.2795, 1.1372], [-0.5148, -1.3605, 0.7836], [-1.3830, 0.2099, 1.6393], [2.0055, -0.0508, -0.9171], [1.6616, -1.7822, -0.3750]],
  "nbo_charge": [-0.499, 0.487, -0.569, 0.350, 0.023, -0.092, -0.457, 0.207, 0.147, 0.211, 0.192],
  "de_lowest_ev": 4.067,
  "lumo_energy_ha": 0.0271,
  "multiplicity": 1,
  "gap_ev": 10.7
}


{
  "formula": "C15H15NO3",
  "method": "ωB97M-V with the def2-TZVPD basis set",
  "elements": ["C", "C", "C", "H", "H", "O", "C", "O", "C", "C", "C", "H", "H", "H", "C", "H", "H", "H", "N", "C", "O", "C", "C", "C", "C", "C", "C", "H", "H", "H", "H", "H", "H", "H"],
  "xyz": [[-0.9434, 4.1643, -3.4654], [-0.9656, 2.8547, -3.2481], [-0.8952, 1.4401, -2.8397], [-1.9624, 1.1131, -3.0260], [-0.2931, 0.8950, -3.8392], [-0.5590, 1.4251, -1.6797], [0.6662, 1.3319, -1.4873], [1.7585, 1.2573, -2.3631], [1.2065, 0.8815, -0.0570], [1.9556, 1.5287, 0.7179], [2.9358, 2.7992, 0.3327], [4.0211, 2.5492, 0.2937], [2.5038, 3.5188, 0.5933], [2.6209, 2.9073, -0.7521], [2.2799, 1.1764, 2.1080], [2.3333, 0.3045, 2.3343], [1.1658, 1.4761, 2.7088], [2.9687, 1.8754, 2.5728], [0.4124, -0.2592, 0.6272], [-0.1817, -1.0842, -0.1339], [0.1285, -1.2836, -1.4818], [-0.9608, -1.9777, 0.6328], [-1.9448, -2.7683, -0.0438], [-2.8398, -3.5969, 0.5826], [-2.2802, -4.1767, 1.8090], [-1.5281, -3.5159, 2.5498], [-0.8597, -2.5324, 1.7400], [0.2079, -2.0819, 2.5295], [-1.3993, -3.5768, 3.5283], [-3.2550, -4.7876, 2.3395], [-3.4759, -4.2649, 0.0022], [-2.0700, -2.6175, -1.2904], [0.1650, -0.1478, 1.5832], [-0.9162, 5.1727, -3.8782]],
  "nbo_charge": [-0.262, -0.043, -0.142, 0.226, 0.260, -0.441, 0.787, -0.604, 0.064, 0.039, -0.601, 0.241, 0.180, 0.238, -0.558, 0.187, 0.168, 0.233, -0.559, 0.644, -0.673, -0.269, -0.099, -0.271, -0.130, -0.267, -0.014, 0.113, 0.224, 0.191, 0.223, 0.244, 0.419, 0.252],
  "de_lowest_ev": 17.813,
  "lumo_energy_ha": 0.0073,
  "multiplicity": 1,
  "gap_ev": 9.6
}